Entry 1:
The following is a quantum chemistry calculation of a structure of composition C35H34N7ORuS3, from the Open Molecules 2025 dataset.

The geometry in XYZ format:
```
81
Properties=species:S:1:pos:R:3:forces:R:3
Ru 0.1789 1.3019 0.0580 0.3 0.0 -0.1
C 4.1512 -0.5430 -1.0996 0.0 -0.1 0.0
C 2.7664 -0.4107 -0.5159 0.0 0.1 0.0
N 2.1028 0.6953 -0.5779 -0.1 0.0 0.0
N 2.8628 1.6498 -1.2906 0.1 -0.1 0.0
C 2.3940 2.8389 -1.3001 -0.2 0.1 0.1
S 0.9847 3.4115 -0.4856 0.1 0.0 -0.2
S 3.2259 3.9887 -2.3686 0.0 0.1 0.0
C 3.1473 3.0052 -3.9059 0.1 0.0 -0.1
C 1.7885 2.4028 -4.1263 0.0 -0.1 0.1
C 1.6184 1.0256 -4.0485 0.0 0.0 0.0
C 0.3594 0.4583 -4.1644 0.0 0.0 0.0
C -0.7513 1.2656 -4.3586 0.0 0.0 0.0
C -0.5912 2.6429 -4.4452 0.0 0.0 0.0
C 0.6702 3.2064 -4.3261 0.0 0.0 0.0
C 2.2414 -1.6398 0.1262 -0.1 0.0 0.0
C 3.0351 -2.2876 1.0718 0.0 0.0 0.0
C 2.6810 -3.5158 1.6038 0.0 0.0 0.0
C 1.5372 -4.1511 1.1430 0.0 0.0 0.0
C 0.7336 -3.5327 0.1995 0.0 -0.1 0.0
C 1.0663 -2.2713 -0.2724 0.1 0.1 0.0
O 0.2618 -1.6143 -1.1810 -0.1 0.0 -0.1
H 4.1258 -0.3160 -2.1658 0.0 0.0 0.0
H 4.5260 -1.5544 -0.9601 0.0 0.0 0.0
H 4.8406 0.1740 -0.6550 0.0 0.0 0.0
H 3.9190 2.2374 -3.8934 0.0 0.0 0.0
H 3.3868 3.7255 -4.6901 0.0 0.0 0.0
H 2.4806 0.3923 -3.8762 0.0 0.0 0.0
H 0.2546 -0.6155 -4.0828 0.0 0.0 0.0
H -1.7382 0.8246 -4.4374 0.0 0.0 0.0
H -1.4529 3.2816 -4.5951 0.0 0.0 0.0
H 0.7886 4.2834 -4.3612 0.0 0.0 0.0
H 3.9500 -1.8069 1.3967 0.0 0.0 0.0
H 3.3051 -3.9835 2.3532 0.0 0.0 0.0
H 1.2651 -5.1290 1.5180 0.0 0.0 0.0
H -0.1658 -4.0179 -0.1571 0.0 0.0 0.0
S -1.2129 -2.1134 2.9099 0.0 0.0 0.0
C -0.0594 -1.0590 3.6534 0.0 0.0 -0.1
C 0.4100 -1.0682 4.9641 0.0 0.0 0.0
C 1.3600 -0.1319 5.3168 0.0 0.0 0.0
C 1.8306 0.8004 4.3840 0.0 0.0 0.0
C 1.3598 0.8147 3.0880 0.0 0.0 0.0
C 0.4028 -0.1304 2.7180 0.0 0.0 0.1
N -0.1701 -0.2516 1.4453 -0.2 -0.2 0.1
C -0.9984 -1.2579 1.4102 0.1 0.0 0.0
C -1.7259 -1.6878 0.2092 0.0 0.0 -0.1
C -3.0859 -1.9862 0.2866 0.0 0.0 0.0
C -3.8204 -2.2775 -0.8492 0.0 0.0 0.0
C -3.1939 -2.2772 -2.0886 0.0 0.0 0.0
C -1.8313 -2.0425 -2.1816 0.0 0.0 0.0
C -1.0931 -1.7758 -1.0399 0.0 0.0 0.1
H 0.0443 -1.7907 5.6815 0.0 0.0 0.0
H 1.7454 -0.1185 6.3278 0.0 0.0 0.0
H 2.5754 1.5242 4.6876 0.0 0.0 0.0
H 1.6948 1.5326 2.3488 0.0 0.0 0.0
H -3.5809 -1.9280 1.2487 0.0 0.0 0.0
H -4.8791 -2.4836 -0.7703 0.0 0.0 0.0
H -3.7624 -2.4861 -2.9852 0.0 0.0 0.0
H -1.3145 -2.0920 -3.1301 0.0 0.0 0.0
C -1.7216 3.2157 1.5003 0.0 -0.1 0.0
N -1.7923 2.2042 0.4042 -0.2 0.1 0.0
C -2.2551 2.9135 -0.8350 0.1 0.0 0.1
N -3.5291 3.5894 -0.6376 0.0 0.0 0.0
C -3.3795 4.5501 0.4575 0.0 0.0 0.0
N -2.9912 3.8941 1.7096 0.0 0.0 0.0
C -4.0066 2.8962 2.0416 0.0 0.0 0.0
N -4.1633 1.9035 0.9760 0.0 0.0 0.0
C -2.8799 1.2566 0.7575 0.1 0.0 0.1
C -4.5371 2.6058 -0.2538 0.0 0.0 0.0
H -0.9506 3.9409 1.2462 0.0 0.0 0.0
H -1.4215 2.6963 2.4130 0.0 0.0 0.0
H -2.3366 2.1664 -1.6267 0.0 0.0 0.0
H -1.4980 3.6394 -1.1211 0.0 0.0 0.0
H -4.3273 5.0700 0.6088 0.0 0.0 0.0
H -2.6147 5.2801 0.1875 0.0 0.0 0.0
H -4.9624 3.3978 2.2031 0.0 0.0 0.0
H -3.7172 2.3871 2.9636 0.0 0.0 0.0
H -2.9695 0.5467 -0.0635 0.0 0.0 0.0
H -2.5909 0.7289 1.6685 0.0 0.0 0.0
H -5.4931 3.1094 -0.0987 0.0 0.0 0.0
H -4.6493 1.8757 -1.0584 0.0 0.0 0.0
```
Forces are in eV/Å.

Energy relative to the best compared isomer or geometry (same formula, charge and spin): 34.9 kcal/mol
Total energy: -84412.5053 eV
Spin multiplicity: 2
LUMO level (spin up / spin down): -0.18 / -0.19 eV
HOMO-LUMO gap (spin up / spin down): 6.203 / 5.903 eV


Entry 2:
The following is a quantum chemistry calculation of a cluster of 2 separate species, C35H34O3P in total, from the Open Molecules 2025 dataset.

The geometry in XYZ format:
```
73
Properties=species:S:1:pos:R:3:forces:R:3
C 5.3522 3.4890 0.5115 -0.7 -0.1 -0.1
O 3.9426 3.4008 0.1897 0.3 -0.1 0.8
C 3.1045 2.7941 1.0773 -0.2 -0.4 0.2
C 1.7326 2.8279 0.7436 0.7 0.1 0.1
C 0.8157 2.0971 1.4740 0.1 -0.4 0.1
C 1.2159 1.2788 2.5457 0.1 0.2 0.0
P 0.0734 0.0437 3.3352 0.2 0.0 -0.2
C -1.5411 0.3895 2.5029 -0.3 -0.1 0.1
C -1.9773 -0.3225 1.3695 0.1 0.4 0.0
C -3.0686 0.0999 0.6315 -0.3 0.5 0.2
C -3.7842 1.2545 1.0216 0.4 0.0 0.2
O -4.7285 1.6874 0.1403 -0.1 0.2 0.7
C -5.5561 2.8174 0.4969 0.4 -0.5 -0.1
C -3.4599 1.8801 2.2516 -0.4 -0.2 -0.7
C -2.3672 1.4253 2.9833 0.5 -0.5 -0.4
C 0.6026 -1.5494 2.5499 0.2 -0.2 0.1
C 0.0517 -2.7740 2.9811 0.2 0.8 -0.3
C 0.2472 -3.9513 2.2674 0.4 -0.4 -0.7
C 1.0454 -3.9309 1.0951 -0.2 0.4 0.2
O 1.1799 -4.9534 0.2048 -0.2 -0.2 0.8
C 0.5560 -6.2243 0.5032 0.3 0.6 -0.1
C 1.7448 -2.7483 0.7685 -0.3 -0.6 0.1
C 1.5290 -1.5920 1.4921 -0.4 0.1 0.1
C 2.5550 1.3866 2.9760 -0.7 -0.2 -0.2
C 3.4989 2.1155 2.2598 0.1 0.5 -0.7
H 5.7456 4.1573 -0.2568 0.1 -0.2 0.2
H 5.5015 3.9239 1.5128 0.0 -0.2 -0.4
H 5.8258 2.4976 0.4325 -0.1 0.3 0.1
H 1.4172 3.4163 -0.1153 0.1 -0.1 0.2
H -0.2289 2.1324 1.1793 0.1 -0.1 0.0
H -1.4395 -1.2040 1.0363 0.1 0.1 0.0
H -3.3712 -0.4278 -0.2705 0.0 0.1 0.2
H -6.3191 2.8388 -0.2817 0.1 0.1 0.2
H -6.0200 2.6701 1.4821 0.1 0.1 -0.3
H -4.9694 3.7463 0.4742 -0.1 -0.2 0.1
H -4.0549 2.7189 2.6165 0.2 -0.3 -0.1
H -2.1218 1.8910 3.9350 0.0 0.1 -0.1
H -0.5652 -2.7847 3.8774 -0.1 -0.1 -0.2
H -0.2268 -4.8783 2.5983 0.1 0.4 -0.1
H 0.9525 -6.8888 -0.2664 -0.2 0.0 0.2
H 0.8469 -6.5786 1.5042 -0.1 0.1 -0.3
H -0.5383 -6.1478 0.4109 0.3 0.0 0.1
H 2.4218 -2.7540 -0.0825 -0.1 -0.1 0.2
H 2.0667 -0.6949 1.2030 -0.1 0.0 0.0
H 2.8538 0.8563 3.8781 0.1 0.0 -0.2
H 4.5356 2.1525 2.6030 -0.4 -0.1 -0.2
C -1.1059 5.1589 9.1446 -0.2 0.2 0.0
C -0.9188 3.8023 8.5618 0.3 -0.1 0.0
C -0.3487 3.6390 7.2920 0.1 -0.1 -0.4
C -0.2889 2.3981 6.6941 0.0 -0.2 0.0
C -0.7745 1.2368 7.3710 -0.2 0.4 0.1
C -0.8546 -0.0009 6.7039 0.4 0.2 1.0
C -1.4263 -1.1624 7.2991 -1.0 -0.7 0.4
C -0.8749 -2.4528 7.0704 0.0 0.6 -0.3
C -1.3401 -3.5520 7.7706 -0.2 -0.2 0.1
C -2.3993 -3.4205 8.6826 0.3 0.4 -0.2
C -3.0122 -2.1778 8.8645 -0.1 0.0 -0.2
C -2.5586 -1.0746 8.1623 0.5 0.1 0.1
C -1.1885 1.4181 8.7227 -0.3 -0.1 0.3
C -1.2798 2.6682 9.2890 -0.1 -0.4 -0.1
H -1.8557 5.1266 9.9378 0.1 0.1 -0.1
H -0.1713 5.5523 9.5665 -0.2 -0.1 -0.1
H -1.4511 5.8362 8.3579 0.1 0.1 0.2
H 0.0295 4.5182 6.7697 -0.2 -0.2 0.0
H 0.1113 2.2757 5.6907 -0.1 0.1 0.1
H -0.3856 -0.0834 5.7240 0.1 0.0 -0.1
H -0.0530 -2.5360 6.3558 -0.2 -0.1 0.2
H -0.8943 -4.5310 7.5949 -0.1 0.3 0.1
H -2.7472 -4.2759 9.2527 0.1 0.0 -0.2
H -3.8549 -2.0566 9.5456 0.2 -0.2 -0.2
H -3.0444 -0.1094 8.3153 0.0 -0.4 -0.3
H -1.4919 0.5682 9.3276 0.4 0.2 -0.1
H -1.6595 2.7695 10.3007 0.1 0.0 -0.1
```
Forces are in eV/Å.

Total charge: +1
Energy relative to the best compared isomer or geometry (same formula, charge and spin): 0.0 kcal/mol
Total energy: -52269.7462 eV
Spin multiplicity: 1
LUMO level: -5.23 eV
HOMO-LUMO gap: 4.443 eV


Entry 3:
The following is a quantum chemistry calculation of a structure of composition C35H35As2AuN2O3, from the Open Molecules 2025 dataset.

The geometry in XYZ format:
```
78
Properties=species:S:1:pos:R:3:forces:R:3
Au 0.4972 0.6404 -0.6732 0.0 -0.2 0.1
C -1.2155 -1.5917 1.2030 -0.2 -0.1 0.0
C -0.2280 -0.9789 2.1893 0.0 0.0 0.3
As 0.2337 0.8828 1.7529 -0.4 -0.5 0.7
C -1.3675 1.9235 2.0022 0.0 0.1 -0.1
C -1.3867 3.2116 1.4680 0.3 -0.2 -0.1
C -2.5135 4.0019 1.6041 0.0 0.0 0.0
C -3.6214 3.5117 2.2802 0.0 0.0 0.0
C -3.5962 2.2417 2.8343 -0.1 -0.1 0.0
C -2.4775 1.4397 2.6869 0.3 -0.2 0.1
C 1.3794 1.4288 3.2389 0.1 0.2 -0.3
C 2.4214 0.6154 3.6826 -0.1 -0.2 -0.3
C 3.1335 0.9722 4.8155 0.0 0.0 0.0
C 2.8258 2.1426 5.4923 0.0 0.0 -0.1
C 1.8225 2.9766 5.0240 0.1 0.0 0.0
C 1.1086 2.6327 3.8889 -0.3 0.0 -0.3
As -0.4815 -1.6752 -0.6266 -0.1 -0.4 1.0
C 1.0137 -2.8949 -0.4825 0.0 0.0 0.0
C 2.2304 -2.5900 -1.0813 -0.1 0.3 -0.1
C 3.3087 -3.4516 -0.9514 0.0 0.0 0.0
C 3.1723 -4.6194 -0.2172 0.0 0.1 0.0
C 1.9526 -4.9364 0.3626 -0.1 0.0 0.1
C 0.8710 -4.0813 0.2331 -0.2 0.1 0.0
C -1.7981 -2.6995 -1.6094 0.1 0.2 -0.2
C -1.3487 -3.4670 -2.6843 0.2 0.1 0.1
C -2.2079 -4.3720 -3.2842 0.0 0.1 -0.1
C -3.5192 -4.4823 -2.8430 0.1 0.1 0.0
C -3.9816 -3.6680 -1.8193 -0.1 0.0 -0.1
C -3.1288 -2.7671 -1.2054 0.1 0.2 0.2
H -2.1361 -0.9945 1.1548 0.2 -0.1 -0.1
H -1.4944 -2.6051 1.5233 0.1 0.2 -0.1
H 0.7042 -1.5613 2.1980 -0.1 0.2 0.0
H -0.6242 -0.9942 3.2172 0.1 0.0 -0.3
H -0.5192 3.5737 0.9232 -0.2 0.1 0.1
H -2.5248 4.9969 1.1854 0.0 0.1 0.0
H -4.5064 4.1193 2.3865 -0.1 0.1 0.0
H -4.4501 1.8707 3.3812 -0.1 0.0 0.0
H -2.4591 0.4500 3.1318 -0.1 0.1 0.0
H 2.6710 -0.2984 3.1515 0.0 0.0 0.1
H 3.9260 0.3374 5.1799 0.1 -0.1 0.0
H 3.3739 2.4097 6.3815 0.1 0.0 0.1
H 1.5909 3.8917 5.5478 0.0 0.1 0.0
H 0.3245 3.2877 3.5197 0.1 -0.1 0.1
H 2.3176 -1.6741 -1.6553 0.1 -0.1 0.0
H 4.2546 -3.2135 -1.4168 0.0 0.0 0.0
H 4.0166 -5.2814 -0.0936 0.0 -0.1 0.0
H 1.8423 -5.8511 0.9245 0.0 -0.1 0.0
H -0.0857 -4.3313 0.6844 0.1 -0.1 0.0
H -0.3255 -3.3569 -3.0366 -0.1 -0.2 0.1
H -1.8588 -4.9874 -4.1006 0.0 0.0 0.0
H -4.1844 -5.1945 -3.3078 0.0 0.0 0.0
H -5.0097 -3.7416 -1.5015 -0.1 0.0 0.1
H -3.4969 -2.1356 -0.4041 0.0 -0.1 0.0
O 1.9752 1.0231 -4.5899 0.6 0.7 -1.5
C 1.7991 0.6262 -3.4735 -0.9 -1.1 2.3
O 0.8911 0.0072 -2.8986 0.0 0.2 -0.6
C 3.0234 0.9517 -2.4708 1.1 0.5 -0.2
C 4.2970 1.1133 -2.9894 -0.2 0.1 0.0
C 5.3124 1.3407 -2.0691 0.0 0.0 0.1
C 5.0141 1.4427 -0.7167 0.1 -0.1 -0.1
C 3.6971 1.3066 -0.3107 0.3 0.0 0.2
N 2.7554 1.0429 -1.2013 -1.0 0.2 -0.7
H 4.4580 1.0763 -4.0542 0.1 -0.1 -0.1
H 6.3303 1.4541 -2.4138 0.0 0.0 0.0
H 5.7879 1.6308 0.0110 0.0 0.1 0.0
H 3.3774 1.4195 0.7203 0.1 0.0 -0.1
C -3.7954 2.9143 -3.0289 -0.3 0.2 -0.2
N -2.6230 2.3069 -2.4393 0.1 -0.3 -0.1
C -2.6122 0.8606 -2.3613 0.2 -0.2 0.2
C -1.6297 3.0248 -1.9491 -0.1 0.6 0.0
O -0.6368 2.6040 -1.3498 0.4 -0.2 -0.2
H -3.8899 2.6416 -4.0828 0.0 0.0 0.1
H -3.7305 3.9975 -2.9565 0.0 0.0 0.0
H -4.6876 2.5760 -2.4968 0.0 0.1 0.0
H -3.2000 0.4482 -3.1809 0.0 0.0 0.1
H -3.0402 0.5254 -1.4060 0.1 0.0 -0.2
H -1.5833 0.4955 -2.4498 -0.3 0.0 0.0
H -1.7367 4.1084 -2.0952 -0.1 -0.1 0.0
```
Forces are in eV/Å.

Total charge: +2
Energy relative to the best compared isomer or geometry (same formula, charge and spin): 27.2 kcal/mol
Total energy: -171338.7692 eV
Spin multiplicity: 3
LUMO level (spin up / spin down): -5.33 / -9.61 eV
HOMO-LUMO gap (spin up / spin down): 7.836 / 4.394 eV